16
Properties=species:S:1:pos:R:3 method="wB97M-V/def2-TZVPD" gap_ev=10.53 e_homo_ev=-10.06 multiplicity=1 largest_force_ha_per_bohr=0.071 smiles="C[C@@H](O)OC(=O)CO" lumo_ha=0.0174 energy_ha=-458.10500
C -0.777 1.487 -1.669
C -0.378 0.043 -1.527
O 0.733 -0.049 -2.389
O 0.210 -0.260 -0.012
C -0.309 -0.377 1.212
O -1.434 0.065 1.527
C 0.547 -1.187 2.280
O 1.911 -0.693 2.523
H -1.250 1.836 -2.545
H 0.175 2.135 -1.667
H -1.401 1.679 -0.850
H -1.322 -0.681 -1.430
H 0.753 -0.955 -2.795
H 0.522 -2.198 1.961
H -0.001 -0.998 3.199
H 2.019 0.154 2.181


36
Properties=species:S:1:pos:R:3 method="wB97M-V/def2-TZVPD" gap_ev=9.51 e_homo_ev=-10.63 multiplicity=1 largest_force_ha_per_bohr=0.027 smiles=O.O.O.O.O.O.O.O.O.O.O.O lumo_ha=-0.0410 energy_ha=-917.19237
O 0.350 -0.937 -0.706
H 0.537 -0.914 0.239
H 0.109 -0.029 -0.920
O 3.156 0.660 1.737
H 2.878 1.456 1.271
H 2.330 0.257 2.027
O -4.315 -1.496 1.633
H -3.397 -1.307 1.405
H -4.824 -1.053 0.945
O 2.120 2.451 -1.817
H 2.125 1.709 -1.202
H 2.978 2.871 -1.687
O -2.919 0.197 -1.732
H -3.687 -0.269 -1.383
H -2.179 -0.162 -1.229
O -2.165 -0.027 -4.669
H -1.254 0.120 -4.945
H -2.137 0.058 -3.710
O 0.526 1.728 1.415
H -0.184 1.705 0.765
H 1.310 1.472 0.916
O 0.930 0.618 -3.782
H 1.092 1.216 -3.044
H 0.334 -0.047 -3.419
O 4.404 -1.716 3.313
H 4.321 -1.109 2.569
H 4.555 -2.574 2.899
O -0.549 0.080 4.182
H -0.843 -0.651 3.627
H -0.283 0.760 3.552
O -1.715 1.881 -2.738
H -0.752 1.905 -2.718
H -1.956 2.612 -3.319
O -0.520 -4.081 3.308
H -0.780 -3.214 3.638
H 0.400 -4.169 3.580


21
Properties=species:S:1:pos:R:3 method="wB97M-V/def2-TZVPD" gap_ev=10.30 total_charge=+1 e_homo_ev=-13.86 multiplicity=1 largest_force_ha_per_bohr=0.028 smiles="CCCNC(=O)C[NH3+]" lumo_ha=-0.1311 energy_ha=-382.83741
C 1.302 -2.945 0.002
C 0.667 -1.758 0.700
C 1.170 -0.415 0.126
N 0.669 0.737 0.914
C -0.328 1.543 0.582
O -0.777 2.451 1.275
C -0.947 1.380 -0.808
N -2.077 2.364 -0.845
H 2.374 -2.859 -0.147
H 0.845 -3.094 -0.974
H 1.177 -3.856 0.601
H -0.429 -1.793 0.640
H 0.843 -1.730 1.778
H 2.246 -0.416 0.262
H 0.853 -0.303 -0.899
H 1.022 0.758 1.867
H -1.365 0.400 -0.994
H -0.270 1.623 -1.621
H -2.273 2.681 -1.800
H -2.927 2.055 -0.374
H -1.773 3.177 -0.284


165
Properties=species:S:1:pos:R:3 method="wB97M-V/def2-TZVPD" gap_ev="2.13 / 4.62" total_charge=+4 e_homo_ev="-10.56 / -13.08" multiplicity=2 largest_force_ha_per_bohr=0.112 lumo_ha="-0.3097 / -0.3110" energy_ha=-3000.43356
C 2.432 -3.570 6.622
C 2.209 -3.634 5.095
C 1.184 -2.606 4.630
O 1.146 -2.529 3.277
C 0.972 -1.165 2.815
N 3.523 -3.417 4.257
H 3.976 -2.553 4.518
H 4.227 -4.085 4.538
H 3.461 -3.478 3.251
H 2.898 -2.637 6.939
H 3.231 -4.245 6.929
H 1.540 -3.944 7.124
H 2.091 -4.662 4.750
H 1.237 -1.655 5.160
H 0.209 -2.972 4.951
H 1.157 -1.115 1.741
H 1.694 -0.443 3.197
H -0.073 -0.875 2.916
C -0.533 3.808 2.034
C 0.372 4.537 1.089
C 0.956 5.794 1.712
O 2.189 6.217 1.082
C 1.983 7.254 0.097
N 1.563 3.706 0.683
H 2.258 4.022 1.344
H 1.370 2.724 0.822
H 1.816 3.859 -0.283
H -0.159 3.645 3.045
H -0.878 2.859 1.624
H -1.476 4.350 2.103
H -0.090 4.774 0.131
H 1.442 5.508 2.645
H 0.279 6.627 1.901
H 1.527 6.749 -0.755
H 2.957 7.711 -0.074
H 1.478 8.184 0.362
C 0.350 -5.568 2.155
C -1.008 -5.050 1.860
C -0.922 -4.357 0.435
O -0.379 -5.357 -0.391
C -0.481 -5.059 -1.775
N -2.023 -6.083 1.987
H -2.959 -6.011 1.615
H -1.435 -6.882 1.797
H -2.049 -6.087 2.997
H 0.723 -6.525 1.790
H 0.403 -5.530 3.243
H 1.072 -4.814 1.842
H -1.310 -4.362 2.650
H -0.508 -3.354 0.536
H -1.981 -4.336 0.178
H 0.217 -4.266 -2.040
H -1.453 -4.716 -2.129
H -0.323 -5.842 -2.517
C 3.701 0.699 0.992
C 5.067 1.024 1.536
C 6.267 0.246 0.861
O 7.501 0.954 1.240
C 8.107 0.745 2.431
N 5.271 2.551 1.427
H 5.208 2.960 0.506
H 4.507 2.954 1.949
H 6.114 2.903 1.858
H 3.585 0.971 -0.057
H 2.938 1.263 1.529
H 3.374 -0.324 1.180
H 5.165 0.965 2.620
H 6.155 0.029 -0.201
H 6.169 -0.670 1.444
H 8.454 -0.286 2.358
H 7.373 0.880 3.226
H 8.958 1.425 2.475
C -4.881 5.626 -4.758
C -5.345 4.411 -3.817
C -4.309 3.355 -3.375
O -3.230 3.929 -2.589
C -2.534 2.902 -1.908
N -6.080 5.042 -2.644
H -6.621 4.375 -2.113
H -5.501 5.513 -1.964
H -6.809 5.672 -2.949
H -4.261 5.295 -5.591
H -4.317 6.346 -4.164
H -5.756 6.133 -5.164
H -6.200 4.065 -4.397
H -4.025 2.783 -4.258
H -4.817 2.715 -2.653
H -2.326 1.976 -2.444
H -3.212 2.581 -1.117
H -1.635 3.313 -1.449
C 5.751 0.128 -3.040
C 4.484 0.377 -4.023
C 3.747 -0.852 -4.568
O 2.635 -0.746 -5.419
C 1.742 -1.842 -5.277
N 3.504 1.301 -3.248
H 2.762 0.998 -2.634
H 3.947 2.078 -2.779
H 2.966 1.693 -4.007
H 6.509 -0.360 -3.653
H 5.649 -0.493 -2.150
H 6.207 1.065 -2.719
H 4.514 1.045 -4.884
H 3.633 -1.553 -3.742
H 4.528 -1.260 -5.209
H 0.934 -1.702 -5.995
H 1.358 -1.867 -4.258
H 2.118 -2.833 -5.534
C -3.379 -1.535 -2.958
C -4.758 -2.059 -2.385
C -5.850 -0.967 -2.087
O -6.938 -1.508 -1.343
C -8.141 -1.329 -2.192
N -5.306 -3.088 -3.356
H -5.942 -3.730 -2.906
H -5.749 -2.501 -4.049
H -4.545 -3.599 -3.780
H -3.670 -1.035 -3.882
H -2.605 -2.294 -3.071
H -2.977 -0.683 -2.410
H -4.573 -2.705 -1.526
H -6.028 -0.216 -2.856
H -5.328 -0.372 -1.337
H -8.221 -1.955 -3.080
H -8.346 -0.329 -2.574
H -9.033 -1.496 -1.589
C -1.023 0.179 5.235
C -2.534 0.449 5.406
C -3.187 0.203 3.983
O -2.706 1.259 3.105
C -3.055 1.151 1.721
N -2.972 -0.615 6.339
H -3.957 -0.485 6.520
H -2.647 -1.508 5.998
H -2.505 -0.425 7.214
H -0.885 -0.884 5.038
H -0.567 0.498 6.172
H -0.559 0.746 4.428
H -2.704 1.406 5.899
H -4.271 0.169 4.093
H -2.892 -0.698 3.444
H -2.650 2.025 1.211
H -4.143 1.171 1.660
H -2.554 0.266 1.327
C 2.762 -2.799 -0.796
C 3.674 -3.525 0.260
O 3.158 -3.928 1.317
O 4.893 -3.675 0.008
H 1.953 -2.484 -0.136
H 2.397 -3.555 -1.492
H 3.289 -1.989 -1.301
C -0.754 0.993 -4.764
C 0.159 2.125 -5.354
O 1.363 2.154 -5.166
O -0.458 3.042 -5.993
H -0.795 0.005 -5.221
H -1.662 1.508 -4.449
H -0.340 0.724 -3.792
C -0.595 -0.650 -1.307
C 0.253 0.570 -0.973
O 1.463 0.627 -1.330
O -0.243 1.459 -0.277
H -0.838 -0.911 -2.337
H -1.532 -0.693 -0.752
H -0.090 -1.542 -0.937